# 1
Computed, not measured: a structure of composition C32H45Cl2GeN4OSV, with ωB97M-V with the def2-TZVPD basis set.

```
! RIJCOSX wB97M-V def2-TZVPD def2/J DEFGRID3
* xyz -1 4
H -5.9213 -1.5456 -0.0956
H 0.1676 -6.1695 0.4439
H -2.7575 1.0049 -3.9131
C 2.0471 -2.6852 -0.7304
C -3.9975 -0.9547 0.6176
H -4.3008 1.9997 -1.8260
H 1.8036 -5.4453 -1.2360
C 3.8016 2.3069 0.0462
H 1.9195 -0.6472 -4.5079
H -6.0970 0.3076 -1.7409
H 0.0918 -2.9303 -1.5962
C -1.9903 2.9094 -1.5055
C -2.4011 2.9815 0.8390
C 1.7598 1.0848 2.7993
N 1.1580 -3.1029 1.5080
H -3.3321 3.5338 0.6543
C 5.1480 2.4513 0.3334
C 4.7438 4.7056 0.9989
H 0.7814 -0.5992 -1.7387
Cl 2.3650 5.9103 0.9870
V -0.1526 0.9942 0.1300
H -2.6191 -2.5576 2.1372
H -0.0723 3.0191 2.8395
C -5.2331 0.2165 -1.0957
C 2.8515 3.3352 0.2155
C -3.0908 1.0412 -0.3527
H -1.8538 2.2628 -2.3653
C -5.1247 -0.8155 -0.1851
C -4.2081 1.1599 -1.1502
C 0.3059 -5.1000 0.2581
H 1.3993 -3.4541 -2.6252
H 6.6816 3.7799 1.0375
C -0.3392 2.0731 3.3135
H -1.4158 1.9331 3.2852
H -0.0216 2.0939 4.3663
H 5.0832 5.6621 1.3729
H -1.1250 3.5652 -1.4209
H 2.9057 -3.3217 -0.4915
H 0.9422 -4.9644 2.3124
C 1.4189 -2.1815 0.5479
H 2.4127 -1.8146 -1.2700
C -2.0289 0.4049 -4.4615
Ge -0.2219 0.4945 -3.6605
H 0.8098 -0.4112 -5.8701
N 0.3136 0.9730 2.5967
S 1.1638 3.1921 -0.1522
H 0.6364 -2.7465 2.2988
H -0.6754 -4.6253 0.3543
C -1.3553 -2.7079 3.8306
H -1.5790 3.6840 0.9827
C -2.9117 -0.0658 0.5306
C 1.2216 -4.5419 1.3471
H -2.5302 2.3800 1.7315
C 0.4972 2.3034 -3.9874
H 1.0051 2.3485 -4.9533
H 2.0950 2.0094 2.3306
H 2.2540 -4.8554 1.1536
H 2.0275 1.1297 3.8644
H 1.0731 -0.5354 4.6795
N -2.0883 2.0951 -0.2930
C -1.8629 -2.0517 2.7116
C 5.6306 3.6576 0.8121
C 3.4020 4.5381 0.7086
H -1.7856 -3.6605 4.1196
C -0.3055 -2.1731 4.5536
H 2.2607 0.2442 2.3286
H 5.8092 1.6099 0.1753
H 1.2029 2.5646 -3.1972
Cl 3.2787 0.7595 -0.5366
H -2.0103 0.7472 -5.4990
H 0.1657 -5.4031 -1.8615
H -2.8822 3.5337 -1.6515
O 1.1371 -1.0063 0.7350
C -1.3497 -0.8166 2.2748
C 0.8458 -4.9157 -1.1579
H -0.9587 -0.8630 -1.7323
N -1.7088 -0.0836 1.1839
C -0.1846 -0.0837 -1.8260
H -3.9804 -1.7782 1.3089
C -0.2538 -0.2907 3.0316
H -0.2931 3.0570 -3.9864
H -2.3811 -0.6289 -4.4463
H 0.0954 -2.6811 5.4215
C 0.8719 -0.6936 -4.8160
C 1.0435 -3.4663 -1.5927
C 0.2380 -0.9550 4.1334
H 0.5340 -1.7279 -4.7137
*
```

Properties
DFT total energy ... -160009.4006 eV
Energy relative to the best compared isomer or geometry (same formula, charge and spin) ... 0.0 kcal/mol
Max |F| ... 0.68 eV/Å

Here are the Mulliken charges for atoms 1 to 6, given in e:
1 H 0.39
2 H 0.40
3 H 0.36
4 C -0.96
5 C -1.18
6 H 0.34

---

# 2
Computed, not measured: a structure of composition C32H46BClF4OP4Pb at a distorted geometry, with ωB97M-V with the def2-TZVPD basis set.

```
! RIJCOSX wB97M-V def2-TZVPD def2/J DEFGRID3
* xyz 2 1
H -0.0160 3.2561 -1.8990
H -1.7376 2.7938 -1.9701
H 1.7811 -2.6190 -1.9595
C -5.2004 -1.5484 2.8992
H 1.0603 0.2373 -2.7572
P -0.8731 2.6663 0.2809
C 0.2417 0.4950 -5.2777
H -1.7089 -2.7893 -4.7184
H -6.6713 -7.0525 0.5117
H -2.5348 4.0596 1.3514
H -6.5469 0.9735 -4.2045
H -3.2945 2.7462 0.3661
H 2.9388 -3.6574 -1.0452
H 1.2998 3.6814 0.6688
C -3.6874 -5.5723 -0.2361
O -2.5006 -2.3982 -2.6072
H -2.8033 1.1765 -4.7283
H -2.6624 -5.7999 -0.5329
C -2.2462 -1.0404 -2.1406
C -5.9232 -6.2773 0.3787
C -6.2739 -4.9593 0.6229
C -5.8922 -1.2863 -1.1369
H -3.1104 -0.3622 -2.3885
F 2.8859 1.3280 1.5985
C -5.7046 0.1132 -1.0254
H -8.7416 -0.0820 3.6040
C -0.9890 3.3612 -1.3992
H -0.0117 1.5584 -5.1893
H -6.5776 -1.5201 -4.4674
C -1.3939 -0.7210 0.3103
C -5.5895 -1.2251 4.2020
H -3.4951 -0.4784 -4.8226
C -6.1387 -1.4140 1.8413
C 2.4388 -2.6814 -1.0810
F 4.1821 2.7348 0.2525
H 3.1801 -1.8695 -1.1241
C -5.3698 -3.9132 0.3216
Pb 0.4924 0.1287 0.4034
H -7.2818 -4.7410 0.9786
H -5.7833 2.0019 -2.0440
H -0.0521 -4.2409 -0.3380
H -1.2743 4.4204 -1.3404
H -0.3768 -3.7425 1.3446
F 4.2195 0.3806 -0.0662
H -1.6887 -0.8200 1.3660
C -4.0347 -4.2299 -0.0540
P -6.1425 -2.2942 0.3163
C -6.0794 -1.8802 -2.4108
C -6.8812 -0.7543 4.4833
F 2.4016 1.6250 -0.7078
H -3.1948 -2.7924 -2.0306
C -2.4824 3.0001 1.0617
C -0.9630 -0.4896 -2.8242
P 1.4341 -2.4879 0.4142
Cl -0.2796 -0.4279 3.0720
C -7.7412 -0.4626 3.4100
H -7.2134 -0.6038 5.5178
C -6.3367 -1.0641 -3.5060
H -2.6910 0.2346 -6.2709
H -3.2714 -3.4439 -0.1521
H 3.3641 -1.6796 1.6160
H -1.0883 -2.2228 -6.3258
C -0.9487 -2.1931 -5.2367
H -0.0632 4.7862 1.0949
C 0.1505 -0.1149 -2.2140
H -5.3831 0.5350 -0.0650
C -4.6274 -6.5991 -0.0590
B 3.5072 1.5327 0.2825
C 0.4166 -3.9726 0.6193
H -4.3541 -7.6404 -0.2540
H 1.1440 0.2971 -4.6915
C 2.5947 -2.4412 1.8115
C 0.3092 3.7557 1.1395
C -2.6836 0.1761 -5.1702
C -5.9114 0.9198 -2.1404
P -1.1015 -0.5039 -4.6615
C -2.0888 -1.1027 -0.6868
C -6.2941 0.3321 -3.3593
H -4.8704 -1.3477 5.0184
H 2.0258 -2.1618 2.7110
H 0.0442 -2.5762 -4.9709
C -7.3374 -0.6929 2.1038
H -6.0540 -2.9679 -2.4985
H 1.0479 -4.7933 0.9902
H 0.3933 3.4243 2.1841
H -2.5628 2.3537 1.9474
H 0.4233 0.2477 -6.3295
H -4.1742 -1.8720 2.7006
H -7.9745 -0.3675 1.2839
H 3.0440 -3.4366 1.9201
*
```

Properties
DFT total energy ... -102434.8151 eV
Energy relative to the best compared isomer or geometry (same formula, charge and spin) ... 145.6 kcal/mol
Max |F| ... 8.68 eV/Å

Here are the Mulliken charges for atoms 1 to 6, given in e:
1 H 0.34
2 H 0.21
3 H 0.19
4 C -0.50
5 H -0.03
6 P 0.83

---

# 3
Computed, not measured: a structure of composition C32H46BN4P2S2Zr at a distorted geometry, with ωB97M-V with the def2-TZVPD basis set.

```
! RIJCOSX wB97M-V def2-TZVPD def2/J DEFGRID3
* xyz 1 1
H -0.1921 -1.2685 3.5038
H -1.0557 0.6640 -3.0852
C -3.9832 1.9408 3.3297
B -1.4575 -1.1442 -0.2676
C 5.7367 4.1402 1.6402
H 0.7068 2.2304 1.9551
H 2.6422 0.3457 -3.9931
H 0.1525 3.0009 3.4489
C 2.6050 4.4490 -0.3263
Zr 0.0392 0.4911 -0.3092
C -3.1471 -5.4277 -0.0103
H -1.7109 3.7400 1.4246
C 0.5485 2.0782 3.0312
C -3.6440 -4.9348 1.1898
H -3.4523 2.0361 4.2714
H 1.8873 -1.6350 -5.2680
H 4.6422 1.7327 1.4756
H 4.3479 -2.2070 -1.8714
C -3.0780 2.2050 2.1297
H 1.5258 -4.4339 -2.5792
H -0.1781 0.7742 5.4171
C 2.2202 -2.4213 -2.0941
H 1.3132 -0.3776 3.6020
C 4.3116 6.1086 0.1634
C -0.4042 0.9017 3.2812
H 0.5965 -0.8217 -6.1349
H -1.3396 -2.3442 -3.1809
C -2.5651 -0.6826 2.0126
H -0.8529 0.9550 -4.8235
C 3.5233 -1.6557 -2.3192
H 1.4715 1.3557 -3.1178
H -4.6639 2.8375 0.8091
H 1.5052 1.3413 -4.8879
C 0.8414 -1.3439 -5.2121
C -3.4113 -3.6267 1.5810
H -2.0341 -5.0153 -1.8006
C -0.6892 -2.4970 -2.3102
H -4.2094 -5.5873 1.8364
H 2.7954 -3.6081 -0.3842
N -2.2195 -1.5131 0.8834
H 3.5001 -0.6679 -1.8581
H -3.7980 -3.2539 2.5172
H 3.2121 -4.1214 -2.9245
C 2.0787 -2.8239 -0.6175
N -1.4189 -2.3204 -1.0782
C -2.4589 3.6011 2.2091
H 2.0469 5.1998 -0.8636
H -1.5696 -0.5500 -4.2899
C 2.2161 -3.6839 -2.9582
H -1.7439 0.2127 4.8511
H -4.3562 1.1089 0.7292
C -2.6578 -2.8202 0.7442
H -3.2327 2.2453 -0.0442
C 2.8573 2.1648 0.3861
H 0.5534 -0.6256 2.0120
P 0.7390 -1.2639 -2.3285
H -4.7817 2.6803 3.3258
P -1.6715 0.9650 1.8661
H -0.2889 -3.5155 -2.3647
N 6.6795 4.4188 2.2292
C 4.0670 2.5031 0.9833
C -0.8055 0.1876 -4.0527
C 4.5472 3.8041 0.9540
C -2.4084 -4.6281 -0.8645
N 4.7020 7.1821 0.0790
C -3.8796 2.0842 0.8253
H 1.5174 1.8946 3.4924
H -3.2345 4.3516 2.0712
H 1.9780 -3.4799 -3.9968
S 2.4234 0.4659 0.4379
H 2.2712 -1.9794 0.0498
H 3.7376 -1.5507 -3.3803
H -1.9961 3.7749 3.1779
H -1.3861 1.9442 4.9113
C -0.9716 0.9629 4.6952
C 0.6051 -0.4226 -4.0202
S 0.5000 2.8851 -0.9752
C -2.1595 -3.3224 -0.4761
C 1.6224 0.7214 -4.0010
C 3.8176 4.7867 0.2596
C 0.3538 -0.4236 3.0848
C 2.0855 3.1595 -0.2496
H -4.4478 0.9579 3.2926
H -3.6484 -0.5090 2.0326
H 0.2248 -2.2393 -5.1595
H 1.0801 -3.2130 -0.4040
H -2.2977 -1.1738 2.9562
H -3.3269 -6.4568 -0.2761
*
```

Properties
DFT total energy ... -82093.1718 eV
Max |F| ... 3.75 eV/Å

Here are the natural (NBO) charges for atoms 1 to 6, given in e:
1 H 0.22
2 H 0.19
3 C -0.62
4 B 0.10
5 C 0.24
6 H 0.21

---

# 4
Computed, not measured: a structure of composition C32H46BrN3P2PbS at a distorted geometry, with ωB97M-V with the def2-TZVPD basis set.

```
! RIJCOSX wB97M-V def2-TZVPD def2/J DEFGRID3
* xyz 2 1
N 0.5884 -2.1014 3.1980
C 2.6372 1.9837 -0.5346
H 3.4447 1.4100 -3.8932
H -2.4312 -2.3510 -2.8821
H -3.0912 -2.7328 -0.4537
H -1.5322 2.7660 -4.9811
C -2.4058 1.1134 -0.7229
H 4.9893 0.2801 -0.6029
C -3.1708 0.4368 2.8968
S 0.8481 -0.3331 5.2564
H -3.7881 -3.8071 1.6813
H 0.5699 -2.9937 -2.4174
H 0.6206 -2.3724 2.2183
C -1.7730 2.0544 -1.6376
C 0.7300 -0.8172 3.5818
C 1.0188 3.7393 4.8587
C -1.9081 1.8969 -3.0415
H 2.2107 0.9349 -5.0575
Pb -0.0780 -0.3636 0.2615
C -0.9683 3.1039 -1.1474
C -0.3539 4.0004 -2.0197
C 1.5148 0.8177 -3.0235
C 0.7568 1.4340 3.3447
P -0.7235 -3.0673 -0.4017
C -1.3541 2.8361 -3.9122
H -2.5042 -2.6553 2.0046
Br 0.2594 5.1074 -4.5677
H 0.2640 4.8020 -1.6269
H 0.6978 0.1217 -3.2819
H 3.0302 -0.3141 -4.1068
C -0.5034 -3.1819 -2.2232
C -2.7285 -3.6017 1.4985
P 1.9816 0.4394 -1.2894
H 0.4769 2.6968 1.6313
H -2.4599 1.0326 -3.4212
H 3.0089 -1.6156 -2.0462
H -0.7175 -4.2251 -2.5108
H 3.7254 3.8146 -0.8333
C 1.0769 2.5028 5.5012
H -2.9262 0.2671 -1.1909
N -5.0459 -1.0376 3.1106
H -5.9692 -1.6935 1.3617
H 2.1257 -3.1628 0.7458
C 2.6240 0.7039 -4.0671
C 0.7837 3.8359 3.4759
C -5.1707 -1.0787 1.7845
H 0.7086 4.8096 2.9898
C 0.3360 -4.3754 0.3449
H 0.6657 -2.8033 3.9128
C -4.3203 -0.3728 0.9283
C 4.7086 -0.3972 -1.4174
C -4.0817 -0.2997 3.6604
C -2.4737 1.2922 0.6562
C 0.6549 2.6736 2.7090
H 2.1575 -4.0222 -0.8117
C -1.3545 -2.2100 -3.0512
H 1.1560 4.6534 5.4330
H -1.1763 -2.3842 -4.1212
H 3.1439 -1.3999 -0.3093
H 2.4167 -4.8997 0.6872
H 0.0450 -4.4842 1.4040
C 3.3937 2.9585 -1.4371
H 1.2697 2.4247 6.5622
H 4.2967 2.5147 -1.8752
H -1.1010 -1.1569 -2.8519
H 3.2586 1.6900 0.3285
H -2.7055 -4.4663 -0.5032
H -1.9645 2.1356 1.1508
H -0.8072 3.1987 -0.0690
H 1.0440 1.8133 -3.0479
C 0.9052 1.3495 4.7451
H 2.7551 3.3530 -2.2389
H 0.0926 -5.3223 -0.1632
H 5.3780 -1.2643 -1.3689
N 0.7126 0.1772 2.7095
H -2.3209 0.9308 3.3645
C 1.8331 -4.0895 0.2334
C -3.3328 0.4679 1.4913
H -4.4194 -0.5082 -0.1502
C 3.2667 -0.8723 -1.2713
C -2.4564 -3.5159 -0.0040
H 1.7644 2.4983 -0.0974
C -0.5530 3.8620 -3.3987
H -2.1592 -4.4012 1.9851
H 4.8964 0.0993 -2.3763
H -4.0134 -0.2828 4.7502
*
```

Properties
DFT total energy ... -143091.0234 eV
Max |F| ... 2.27 eV/Å

Here are the Mulliken charges for atoms 1 to 6, given in e:
1 N -0.16
2 C 0.18
3 H 0.27
4 H 0.36
5 H 0.17
6 H 0.47

---

# 5
Computed, not measured: a structure of composition C32H46BrN3P2PbS at a distorted geometry, with ωB97M-V with the def2-TZVPD basis set.

```
! RIJCOSX wB97M-V def2-TZVPD def2/J DEFGRID3
* xyz 4 1
C -0.5173 0.2296 -4.9629
C -0.7387 0.5239 -3.4819
H 3.6070 1.0706 -0.0192
C 1.9666 -0.0263 3.3022
H -0.3245 2.4377 1.5282
C -0.5808 -3.3259 -3.4720
H -7.0295 0.1843 -1.6573
C 1.6437 -4.1238 -2.8726
H 1.4631 -1.5255 -3.4298
C -4.9799 -0.4256 -1.7971
C 3.7400 -1.0321 0.5261
C -0.4245 -2.6204 3.0601
H -1.4855 3.3244 2.4528
C -4.5180 1.5218 0.1638
N -2.2281 1.1253 0.1968
H 2.8759 3.3641 0.2568
N -1.3042 2.5677 1.8198
C -1.1499 -2.2420 0.7224
H 3.7032 -1.6765 1.4161
H -1.6939 -2.3444 -1.9183
C 1.4897 2.2637 -2.4868
H 3.5896 -0.8627 -4.5295
N -1.9150 -2.1854 4.8720
Pb 0.0223 0.2283 -0.0829
S -3.9652 2.6231 1.4220
H -1.3894 -3.2617 -4.1896
C -1.3831 -2.1175 2.1518
H 2.3059 0.2252 -5.1097
H 1.9350 -1.1100 3.1063
H -1.4969 0.2053 -5.4627
C 0.6189 -3.9591 -3.8042
H 0.0899 1.0147 -5.4362
C 1.9859 -0.6087 -3.1176
H 3.0016 -1.4188 -0.1953
H -0.0384 -0.7499 -5.1229
H 0.8285 -0.2268 5.1193
C 3.5458 0.4438 0.8884
C 2.8867 -0.0736 -4.2257
H -2.0053 -2.0033 0.0806
H 0.8387 1.4324 4.4999
H -1.2978 1.4667 -3.3502
H 1.1132 3.5134 0.2864
H 2.5396 -4.6678 -3.1407
C 0.0794 -2.6073 0.1744
Br 0.8375 -4.6400 -5.5705
H -3.7286 -1.2748 4.4708
P 0.7840 0.5960 -2.5066
C -0.7683 -2.6667 4.4117
H -3.3103 -1.0608 2.0265
H -0.1875 0.1980 3.7459
C -0.7477 -2.8260 -2.1842
H 0.5296 -3.0344 2.7226
H 1.1863 2.8243 2.8014
H 2.6053 -0.9091 -2.2574
H 4.3280 0.7856 1.5884
C -6.0163 0.3446 -1.2845
C 0.2620 -3.0137 -1.2139
C -5.8226 1.3297 -0.3030
P 1.9607 0.8214 1.7039
H 4.7274 -1.1544 0.0613
H 1.0013 -2.5763 0.7718
H -5.1653 -1.1859 -2.5644
C -3.4650 0.7666 -0.3596
H 2.5543 2.2078 -2.1995
H 2.2900 -3.6881 -0.8522
C -3.6838 -0.2173 -1.3323
C -2.3584 2.0872 1.1276
C 1.4928 -3.5989 -1.5952
H -1.3733 -0.2663 -3.0496
H 2.9311 0.2018 3.7855
C -2.5603 -1.5195 2.6737
H -0.0776 -3.1293 5.1149
H 2.9333 2.7315 2.7229
H 1.8310 2.4761 -4.6295
C 1.3264 3.0037 -3.8088
H -6.5979 1.9527 0.1207
C 2.0174 3.5450 0.9176
H 3.4766 0.7867 -3.8754
H -2.8337 -0.7742 -1.6964
C -2.7916 -1.6256 4.0451
H 2.0871 4.5765 1.2861
H 0.2650 3.1325 -4.0683
C 2.0211 2.5958 2.1192
H 0.9861 2.8231 -1.6822
C 0.7964 0.3759 4.2039
H 1.7793 4.0005 -3.7168
*
```

Properties
DFT total energy ... -143062.9405 eV
Max |F| ... 2.13 eV/Å

Here are the Mulliken charges for atoms 1 to 6, given in e:
1 C -1.38
2 C 0.35
3 H 0.23
4 C -0.61
5 H -0.71
6 C -0.79